1.
20
Properties=species:S:1:pos:R:3:forces:R:3:mulliken_charge:R:1 method="wB97M-V/def2-TZVPD" smiles="C=C(CCC)NC" lumo_ev=1.13 charge=0 homo_lumo_gap_ev=9.4 spin_multiplicity=1 total_energy_ev=-7920.7423
C 1.10515 -1.42881 0.21567 1.977 0.736 -1.438 -1.114
C 0.56816 -0.30501 -0.28862 1.533 1.447 -1.482 0.394
C -0.50715 0.61143 0.15489 -1.898 0.494 -0.803 -0.187
C -1.75093 -0.25546 0.47658 0.417 1.339 -0.246 -0.628
C -1.66867 -0.79368 1.86302 -0.547 -4.409 -2.102 -0.984
N 1.04758 0.25710 -1.53827 1.343 -1.026 0.423 -0.303
C 1.69601 1.59667 -1.54276 -2.808 -1.535 -1.437 -1.028
H 2.16694 -1.65198 -0.06141 -1.168 0.001 -0.473 0.260
H 0.72775 -2.17841 0.83638 -0.889 -0.321 1.327 0.269
H -0.24564 1.27630 1.01447 -0.079 -0.662 -0.508 0.207
H -0.77307 1.29920 -0.75342 0.495 -1.226 1.778 0.281
H -1.75211 -1.14800 -0.16391 -0.448 0.695 -0.407 0.310
H -2.60293 0.42313 0.34353 -0.256 -0.637 -0.088 0.334
H -1.54932 -0.08352 2.58192 0.476 1.724 2.211 0.391
H -2.57276 -1.41877 1.99438 0.103 0.573 0.560 0.324
H -0.88607 -1.60867 1.80583 -0.475 1.316 0.851 0.128
H 1.52509 -0.45691 -2.11363 -0.033 0.810 0.682 0.308
H 1.07531 2.29070 -1.03240 -0.428 0.566 0.647 0.320
H 1.73407 1.91907 -2.55504 -0.194 0.343 -1.079 0.356
H 2.66260 1.65564 -1.23719 2.881 -0.229 1.584 0.362

2.
71
Properties=species:S:1:pos:R:3:forces:R:3:mulliken_charge:R:1 method="wB97M-V/def2-TZVPD" smiles="CCCCCCc1ccc(N2C[C@H](Cc3ccccc3)[C@@H](CC(=O)Nc3ccccc3)C2=O)cc1" lumo_ev=0.71 charge=0 homo_lumo_gap_ev=9.1 spin_multiplicity=1 total_energy_ev=-39808.9774
C 2.15529 -4.35526 -6.54200 0.023 -0.168 0.189 -1.377
C 1.97980 -4.69822 -5.06736 -0.038 0.327 -0.113 -0.232
C 1.42013 -3.51559 -4.27955 -0.070 -0.332 0.187 -0.416
C 1.08598 -3.84981 -2.82511 0.116 0.039 -0.035 -0.753
C 2.27959 -4.26623 -1.96465 -0.076 0.107 -0.131 -0.832
C 3.32709 -3.15900 -1.78459 -0.114 -0.211 0.069 -1.351
C 2.73419 -1.93380 -1.15152 0.157 0.094 -0.084 0.531
C 2.57408 -0.75283 -1.86180 0.023 -0.141 0.048 -0.765
C 1.98868 0.35948 -1.28510 -0.111 0.168 0.169 -0.659
C 1.54147 0.31363 0.03213 0.296 -0.339 -0.140 0.646
N 0.88857 1.42125 0.59803 -0.191 0.011 -0.186 0.358
C 0.25894 2.42609 -0.23769 -0.128 0.251 -0.184 -1.678
C -0.72690 3.15550 0.68637 0.227 0.142 -0.068 0.641
C -0.82021 4.65460 0.38319 -0.125 -0.266 0.050 -1.368
C -1.78294 5.32952 1.32013 0.069 0.128 -0.114 0.246
C -3.14907 5.09924 1.20327 0.033 0.041 0.017 -0.042
C -4.03896 5.68067 2.08735 -0.082 -0.040 -0.020 -0.763
C -3.57533 6.50359 3.10061 -0.036 0.056 0.093 -0.419
C -2.21806 6.74389 3.22136 -0.024 0.043 0.119 -0.730
C -1.32855 6.15861 2.33651 0.023 -0.028 -0.046 -0.193
C -0.21052 2.84997 2.09630 -0.155 -0.094 0.002 0.578
C -1.32013 2.46672 3.09363 0.045 -0.030 -0.087 -1.199
C -2.00164 1.19731 2.60002 0.067 0.420 0.427 0.299
O -2.95021 1.22974 1.84238 -0.256 -0.052 -0.231 -0.664
N -1.40145 0.06458 3.04844 0.225 -0.214 0.376 -0.042
C -1.56516 -1.25035 2.59925 -0.129 -0.255 -0.164 0.506
C -0.67942 -2.20885 3.08981 -0.050 0.067 0.022 -0.312
C -0.75757 -3.51748 2.65654 0.017 -0.004 0.016 -0.586
C -1.72019 -3.88842 1.73205 -0.033 -0.144 -0.079 -0.544
C -2.60705 -2.94012 1.25277 0.095 -0.109 0.037 -0.687
C -2.53910 -1.62621 1.68020 -0.143 0.183 -0.077 -0.484
C 0.74309 1.67265 1.91927 -0.007 0.412 0.260 -0.318
O 1.25531 1.06370 2.83851 0.184 -0.104 0.243 -0.707
C 1.71391 -0.86284 0.75738 -0.038 -0.018 0.145 -0.305
C 2.30314 -1.96244 0.16982 -0.013 0.109 -0.146 -0.769
H 1.20056 -4.08433 -6.98799 -0.078 0.044 -0.090 0.337
H 2.83693 -3.51526 -6.65987 0.065 0.094 -0.067 0.331
H 2.56033 -5.20408 -7.08828 0.040 -0.026 -0.136 0.379
H 2.94602 -4.99478 -4.65557 0.003 -0.103 0.058 0.286
H 1.30070 -5.54876 -4.97110 0.026 -0.073 0.075 0.280
H 2.13021 -2.68821 -4.31694 0.025 0.128 -0.072 0.052
H 0.50280 -3.17503 -4.76709 0.023 0.085 -0.052 0.410
H 0.35595 -4.66336 -2.81393 -0.083 0.032 0.019 0.453
H 0.61394 -2.97814 -2.36480 -0.098 -0.051 0.035 0.311
H 1.90103 -4.55233 -0.98079 0.050 -0.080 0.030 0.456
H 2.76166 -5.14362 -2.39875 0.014 -0.089 0.068 0.494
H 3.76496 -2.90378 -2.75017 0.091 0.023 -0.008 0.410
H 4.12729 -3.54415 -1.14677 0.062 0.027 -0.085 0.404
H 2.91190 -0.69299 -2.88662 0.038 -0.021 -0.109 0.273
H 1.88811 1.26133 -1.86863 -0.041 0.105 -0.039 0.422
H -0.24272 1.94953 -1.08282 0.059 0.046 0.018 0.499
H 1.01577 3.12182 -0.62332 -0.070 -0.053 -0.068 0.457
H -1.72047 2.71434 0.57409 0.110 -0.009 -0.020 0.353
H 0.16934 5.10888 0.47584 0.023 0.002 -0.050 0.562
H -1.15887 4.78168 -0.64813 0.069 0.059 -0.044 0.453
H -3.51622 4.45525 0.41789 -0.050 -0.103 -0.096 0.379
H -5.09711 5.48982 1.98717 -0.089 -0.017 -0.010 0.388
H -4.26996 6.95715 3.79199 -0.056 0.037 0.050 0.393
H -1.84934 7.38726 4.00693 0.024 0.053 0.061 0.393
H -0.26969 6.35399 2.43632 0.111 0.008 -0.016 0.366
H 0.34894 3.69607 2.50783 0.045 -0.049 -0.020 0.648
H -0.88115 2.31515 4.08011 -0.004 0.020 0.011 0.393
H -2.05445 3.27131 3.14059 0.000 -0.097 0.026 0.424
H -0.58533 0.19338 3.63628 -0.150 0.146 -0.189 0.267
H 0.07485 -1.91761 3.80794 0.091 0.038 0.075 0.352
H -0.06303 -4.25007 3.04094 0.058 -0.049 0.039 0.419
H -1.77891 -4.91089 1.39021 -0.006 -0.086 -0.023 0.420
H -3.36309 -3.22306 0.53525 -0.064 -0.011 -0.055 0.388
H -3.22920 -0.89024 1.30361 -0.009 0.023 0.006 0.514
H 1.38765 -0.91516 1.78098 -0.013 0.014 0.029 0.608
H 2.42378 -2.86438 0.75164 0.001 -0.125 0.083 0.414

3.
7
Properties=species:S:1:pos:R:3:forces:R:3:mulliken_charge:R:1 method="wB97M-V/def2-TZVPD" lumo_ev=-0.32 charge=0 homo_lumo_gap_ev=10.2 spin_multiplicity=1 total_energy_ev=-6116.4548
C -0.21423 0.85901 1.22061 2.036 -0.190 -1.978 -0.405
C 0.70331 0.93033 0.28340 -1.061 0.577 1.158 0.415
C -0.42272 -0.38469 0.18315 1.576 -0.114 -0.657 -0.236
N 1.18867 0.64975 -1.01609 -0.681 0.417 0.949 -0.215
N 0.39124 -0.28940 -1.22077 0.005 -0.891 1.226 -0.134
H -0.26248 -1.30766 0.70387 0.872 -0.479 0.094 0.272
H -1.38379 -0.45734 -0.15417 -2.747 0.679 -0.792 0.303

What did the third record say?
7
Properties=species:S:1:pos:R:3:forces:R:3:mulliken_charge:R:1 method="wB97M-V/def2-TZVPD" lumo_ev=-0.32 charge=0 homo_lumo_gap_ev=10.2 spin_multiplicity=1 total_energy_ev=-6116.4548
C -0.21423 0.85901 1.22061 2.036 -0.190 -1.978 -0.405
C 0.70331 0.93033 0.28340 -1.061 0.577 1.158 0.415
C -0.42272 -0.38469 0.18315 1.576 -0.114 -0.657 -0.236
N 1.18867 0.64975 -1.01609 -0.681 0.417 0.949 -0.215
N 0.39124 -0.28940 -1.22077 0.005 -0.891 1.226 -0.134
H -0.26248 -1.30766 0.70387 0.872 -0.479 0.094 0.272
H -1.38379 -0.45734 -0.15417 -2.747 0.679 -0.792 0.303